Here is one molecule with the formula C5H10O at a distorted geometry from the OMol25 dataset. Energies are from wB97M-V/def2-TZVPD.

Structure (XYZ):
```
16
Properties=species:S:1:pos:R:3:nbo_charge:R:1
H -1.55 1.28 0.80 0.20
C -0.32 -0.38 -1.20 -0.43
C -0.22 -0.36 1.25 -0.43
H -1.12 -0.83 1.66 0.21
H -1.38 -0.61 -1.32 0.20
H 0.06 1.81 1.31 0.21
H 1.88 -1.42 0.06 0.47
H 1.00 1.28 -0.85 0.23
H 0.09 -2.16 0.03 0.20
H 0.55 -0.42 2.03 0.22
H 0.23 -0.69 -2.10 0.22
H -0.62 1.79 -1.37 0.21
O 1.76 -0.50 -0.18 -0.75
C 0.28 -1.05 0.00 0.05
C -0.07 1.07 -0.77 -0.41
C -0.48 1.07 0.73 -0.41
```

## Properties
Frontier orbital gap: 11.4 eV
Energy above the lowest of the compared OMol25 structures with the same formula, charge and spin: 1.5021 eV
SMILES: OC1CCCC1
Total energy: -271.697416 a.u.
HOMO: -10.37 eV
Net charge: 0


Here is one molecule with the formula C5H10O at a distorted geometry from the OMol25 dataset. Energies are from wB97M-V/def2-TZVPD.

Structure (XYZ):
```
16
Properties=species:S:1:pos:R:3:nbo_charge:R:1
H 1.61 -1.21 -1.71 0.19
H 1.90 1.34 -2.84 0.46
H -2.07 0.62 0.84 0.21
C 0.40 0.35 -0.93 -0.22
O 2.20 0.45 -2.58 -0.72
C -1.03 0.43 1.10 -0.43
C 1.12 -0.31 -2.06 -0.10
C -0.98 -0.40 2.44 -0.60
C -0.30 -0.29 0.01 -0.17
H -1.64 -1.25 2.31 0.20
H -1.19 0.29 3.24 0.21
H -0.62 1.41 1.37 0.20
H 0.46 1.43 -0.81 0.19
H -0.37 -1.37 -0.04 0.19
H 0.47 -0.64 -2.88 0.17
H 0.02 -0.84 2.56 0.20
```

## Properties
Frontier orbital gap: 10.4 eV
Energy above the lowest of the compared OMol25 structures with the same formula, charge and spin: 1.2638 eV
SMILES: CC/C=C/CO
Total energy: -271.706171 a.u.
HOMO: -9.31 eV
Net charge: 0


Here is one molecule with the formula C5H10O at a distorted geometry from the OMol25 dataset. Energies are from wB97M-V/def2-TZVPD.

Structure (XYZ):
```
16
Properties=species:S:1:pos:R:3:nbo_charge:R:1
H -0.47 -1.49 0.21 0.22
H -2.02 -0.26 1.68 0.21
H -1.27 1.22 -0.99 0.21
H -0.40 -0.26 2.40 0.22
C -0.43 -0.40 0.22 -0.29
H 2.57 0.45 0.55 0.49
H 2.43 0.52 -1.44 0.21
H -1.01 1.19 1.60 0.21
C 1.02 -0.04 -0.02 0.39
H -0.87 -0.24 -1.91 0.22
C -1.27 0.12 -0.96 -0.59
C 1.76 -0.28 -1.13 -0.64
H 1.58 -1.08 -1.82 0.21
O 1.69 0.65 0.94 -0.67
C -0.99 0.10 1.56 -0.60
H -2.31 -0.22 -0.87 0.21
```

## Properties
Frontier orbital gap: 9.4 eV
Energy above the lowest of the compared OMol25 structures with the same formula, charge and spin: 1.4183 eV
SMILES: C=C(O)C(C)C
Total energy: -271.700494 a.u.
HOMO: -8.46 eV
Net charge: 0


Here is a 2-piece molecular cluster, C5H10O overall from the OMol25 dataset. Energies are from wB97M-V/def2-TZVPD.

Structure (XYZ):
```
16
Properties=species:S:1:pos:R:3:nbo_charge:R:1
H 1.78 -1.57 -0.14 0.21
H -1.81 1.86 -0.95 0.02
C 0.10 -0.19 -0.69 -0.33
C 1.29 -0.66 0.22 -0.38
H 1.13 1.50 -1.58 0.11
C -0.89 -0.71 0.36 -0.40
C 0.43 1.26 -0.75 0.46
H 2.06 0.10 0.41 0.21
H -2.12 1.34 -1.37 -0.03
H -1.31 -1.69 0.07 0.21
O 0.15 2.09 0.09 -0.56
C 0.27 -0.85 1.37 -0.40
H 0.03 -0.62 -1.70 0.22
H 0.36 -1.79 1.91 0.21
H -1.72 -0.06 0.65 0.22
H 0.27 -0.01 2.07 0.22
```

## Properties
Frontier orbital gap: 10.7 eV
Energy above the lowest of the compared OMol25 structures with the same formula, charge and spin: 2.3605 eV
SMILES: O=CC1CCC1.[H][H]
Total energy: -271.665867 a.u.
HOMO: -9.67 eV
Net charge: 0